C14H14ClNO2V | ωB97M-V/def2-TZVPD

CARTESIAN COORDINATES (ANGSTROEM)
H  2.0566  -0.1256  0.6024
O  -3.3312  -1.4203  0.1148
C  -0.9732  0.9830  1.3604
H  -1.5294  -2.1845  -3.3277
C  -0.5808  0.5932  -3.4568
H  0.0341  3.1386  4.6348
H  -0.2203  1.5096  -3.0021
H  -1.9665  0.9677  0.9117
C  -0.0783  -2.4475  0.4909
C  1.3986  -2.0136  -1.6752
C  0.2904  -2.7985  -2.1740
C  1.2119  -0.6758  -2.0914
O  0.1434  -2.9381  1.5392
H  -0.2660  0.5347  -4.5004
H  -1.6804  0.6132  -3.4136
C  0.9367  2.6828  4.2095
C  -0.7070  1.7449  2.4906
H  2.2624  -2.4050  -1.1462
C  -0.5955  -1.9301  -2.8490
V  -0.4541  -1.1972  -0.8222
C  0.6116  1.8680  2.9988
C  1.6051  1.1983  2.2705
C  1.2772  0.3892  1.1666
H  -1.5371  2.2738  2.9733
Cl  -3.1769  0.0252  -2.1755
H  1.8608  0.1860  -1.8821
N  0.0039  0.2432  0.7517
H  2.6613  1.2916  2.5504
C  -2.4577  -1.2066  -0.6347
H  1.3946  2.0893  5.0064
H  1.6306  3.4941  3.9824
C  -0.0185  -0.6075  -2.8076
H  0.1937  -3.8763  -2.0956

Calculated total energy: -58520.8980 eV
Charge: +2
Max |F|: 9.9 eV Å⁻¹
⟨S²⟩: 0.81
Kohn-Sham gap (alpha / beta): 6.467 / 6.601 eV
Multiplicity: 2
ΔE to the lowest compared entry with this formula, charge and spin: 70.6 kcal/mol

Atomic partial charges in e from the Löwdin method, atoms 1 to 4:
1 H 0.121
2 O 0.098
3 C -0.055
4 H 0.155

***

C14H14N2O | ωB97M-V/def2-TZVPD

CARTESIAN COORDINATES (ANGSTROEM)
H  -1.0691  -2.0135  2.9096
C  -0.6367  -1.1683  1.0313
C  -1.5441  -1.0880  0.0202
C  -0.9367  -2.2980  1.8660
N  0.3456  -0.2473  0.9329
C  0.4010  1.8613  -2.1016
H  -2.1238  -3.9879  0.9740
H  -3.6380  -1.6031  0.1726
C  -0.7724  1.3993  -2.6094
H  -0.0805  -3.0084  1.7046
H  3.4095  3.5585  0.2818
C  2.4435  0.9983  0.9367
N  2.0678  1.7983  -0.2102
H  -2.9885  -2.8592  2.0452
C  -2.6383  -2.0575  -0.0255
C  -1.0661  -0.0647  -0.8313
H  0.8338  2.6600  -2.5954
H  2.1246  -1.1053  1.6075
C  0.1122  0.3907  -0.2750
H  3.4330  2.8498  -1.4591
H  -1.2817  1.5591  -3.6062
C  1.5827  -0.1459  1.5492
C  -2.2233  -2.8916  1.2451
H  2.0397  3.7779  -0.8670
O  3.4832  1.2087  1.5296
C  -1.4544  0.4096  -2.0107
C  2.8344  3.0519  -0.5609
C  0.8844  1.4334  -0.8952
H  1.5666  0.0710  2.6058
H  -2.6480  -2.6326  -0.9537
H  -2.4605  0.1435  -2.4113

Calculated total energy: -19771.7651 eV
Charge: 0
Max |F|: 4.0 eV Å⁻¹
Kohn-Sham gap: 8.309 eV
ΔE to the lowest compared entry with this formula, charge and spin: 42.9 kcal/mol

Atomic partial charges in e from the Löwdin method, atoms 1 to 4:
1 H 0.117
2 C -0.206
3 C -0.141
4 C -0.127

***

C14H14N2O2 | ωB97M-V/def2-TZVPD

CARTESIAN COORDINATES (ANGSTROEM)
C  -0.8683  0.6438  -0.8837
C  2.6557  0.1370  -0.6154
H  -1.5658  -2.0228  -1.4841
H  3.8963  -2.3197  1.3491
C  5.0937  -0.5461  -0.3944
C  -3.0537  1.3490  0.7913
C  1.2807  0.0027  -0.3138
C  -2.4787  0.1201  1.0063
C  3.1838  -1.6599  0.8967
H  5.1962  -0.2000  -1.4448
H  -2.9869  -0.9820  -1.4940
O  -3.0342  3.3734  -0.5005
H  5.6542  -1.4561  -0.2158
N  0.4320  0.8181  -1.0397
H  5.5253  0.2081  0.2587
C  -1.4588  -0.4494  0.0025
H  -2.7808  -0.4717  1.8732
H  -2.3695  1.2597  -2.3045
N  -3.9260  1.7866  1.7969
C  0.8271  -1.0121  0.5643
C  -2.2333  -1.4491  -0.8606
H  2.9529  0.9067  -1.3249
H  -4.0872  2.8123  1.8609
C  1.8279  -1.7954  1.1803
H  -2.7385  -2.1688  -0.2158
H  -1.1720  2.5105  -1.8877
C  -2.6253  2.2038  -0.3573
H  -4.1009  1.2195  2.6453
H  1.5894  -2.6174  1.8300
C  -1.7481  1.6811  -1.4926
C  3.6264  -0.6797  -0.0003
O  -0.5136  -1.2022  0.7744

Calculated total energy: -21819.2297 eV
Charge: 0
Max |F|: 3.9 eV Å⁻¹
Kohn-Sham gap: 7.985 eV
ΔE to the lowest compared entry with this formula, charge and spin: 39.3 kcal/mol

Atomic partial charges in e from the Löwdin method, atoms 1 to 4:
1 C -0.172
2 C 0.027
3 H 0.090
4 H 0.103

***

C14H14N2O2S | ωB97M-V/def2-TZVPD

CARTESIAN COORDINATES (ANGSTROEM)
O  1.9565  1.9090  2.6416
H  -1.3330  -3.3070  -3.1650
H  -0.2938  4.7348  0.1558
C  -0.7994  2.8737  -0.3175
H  -1.2349  -0.8583  -3.0428
C  0.3636  3.5426  1.7730
C  -1.1687  -1.4473  -2.1389
S  -1.3336  3.3196  -1.8149
C  -1.1379  -3.5982  -1.0526
C  2.9765  1.1418  2.2222
C  -1.0299  -0.8069  -0.9099
C  -0.9004  1.4357  0.1385
H  -2.1265  -5.4485  -0.6547
H  3.4381  0.5015  2.9467
C  3.2212  1.3498  0.9020
N  -0.3193  3.7924  0.5226
C  2.2787  2.3212  0.4818
H  -0.9305  -3.5329  1.0745
H  -1.1718  -5.4449  -2.1405
H  -0.3183  3.0733  2.4900
H  2.1751  2.7291  -0.5034
C  -1.2234  -2.8255  -2.2039
H  -0.8380  -1.0824  1.2049
C  -1.2032  -5.0936  -1.1123
H  -1.0244  1.0401  -1.8173
C  -0.9442  -1.5706  0.2508
H  -0.3714  -5.5345  -0.5652
H  3.9690  0.8785  0.2985
C  -0.9983  -2.9480  0.1686
O  -0.9367  1.1371  1.3164
H  0.6881  4.5073  2.1739
C  1.5342  2.6245  1.5838
N  -0.9632  0.5866  -0.9067

Calculated total energy: -32655.6324 eV
Charge: 0
Max |F|: 1.1 eV Å⁻¹
Kohn-Sham gap: 7.990 eV
ΔE to the lowest compared entry with this formula, charge and spin: 30.6 kcal/mol

Atomic partial charges in e from the Löwdin method, atoms 1 to 4:
1 O 0.058
2 H 0.109
3 H 0.129
4 C -0.712

***

C14H14N2O3S | ωB97M-V/def2-TZVPD

CARTESIAN COORDINATES (ANGSTROEM)
H  -5.4235  0.6462  0.4950
C  3.6556  -0.9848  -1.1404
N  1.8667  0.8741  -0.8557
H  -1.0428  1.4926  1.7871
O  3.1983  1.5494  -0.4327
H  3.4141  -0.8262  1.4325
S  1.0118  -1.9927  -0.7283
H  -4.9378  -1.1760  0.8610
C  0.5094  -2.3831  0.6189
H  4.5749  -1.4561  -1.2703
C  2.5488  -1.4291  -0.1887
H  -2.3617  -0.1905  -2.6522
C  -2.5995  0.4271  0.4846
H  -5.9569  -0.8013  -0.4149
O  -4.0835  -0.2232  -0.9658
C  -0.8339  0.6937  -1.5837
H  3.1975  -0.8829  -2.1895
H  -0.1538  0.8962  -2.2457
C  -0.5109  0.9968  -0.0326
H  -0.4044  -2.7318  0.9027
O  5.1966  0.7877  -0.4295
C  1.4069  -1.9126  1.7689
C  -1.3963  0.9908  0.8928
H  -3.3402  0.5497  1.3445
H  2.1991  2.7165  1.2098
C  4.1023  0.5210  -0.8501
C  2.7068  -1.2831  1.0268
N  1.2605  2.5677  1.0305
C  -2.1405  0.2305  -1.7676
C  -2.9579  0.1336  -0.6517
C  0.8536  1.6678  -0.0743
H  0.4072  2.9165  1.5810
H  1.2049  -2.0004  2.8836
C  -5.1719  -0.3839  0.1540

Calculated total energy: -34691.4282 eV
Charge: 0
Max |F|: 13.5 eV Å⁻¹
Kohn-Sham gap: 8.088 eV
ΔE to the lowest compared entry with this formula, charge and spin: 301.2 kcal/mol

Atomic partial charges in e from the Löwdin method, atoms 1 to 4:
1 H 0.109
2 C -0.060
3 N 0.075
4 H 0.122

***

C14H14NO4 | ωB97M-V/def2-TZVPD

CARTESIAN COORDINATES (ANGSTROEM)
O  4.3795  -1.9764  -1.1125
C  -2.8375  -1.0837  0.1215
N  -0.2214  1.6113  0.2245
C  -1.4159  0.9916  0.3745
C  -2.4781  1.7775  1.0367
H  4.6931  -1.1887  0.7050
C  -2.8475  2.9680  0.5081
C  4.3579  -1.0771  -0.3355
H  2.7836  0.1898  0.9433
H  -0.1059  2.5626  0.5588
H  -2.9514  3.8590  1.1148
C  0.8466  1.0210  -0.3158
O  3.9396  0.1637  -0.7461
O  -1.4460  -2.8117  -1.9543
C  -1.5500  -0.3073  -0.0542
C  -2.2578  -2.9854  1.8767
H  2.0793  2.6566  0.2002
H  2.4270  1.9957  -1.4387
H  -2.9281  1.3997  1.9513
H  1.6256  -0.7405  -1.2187
O  0.3779  -3.1296  -0.7249
H  -3.6538  -0.4435  0.4583
H  -3.1718  -1.5087  -0.8223
H  3.9300  1.5292  0.8621
C  0.7554  -0.2790  -0.7720
H  -1.6440  -2.1006  -2.5821
H  -1.7365  -3.5657  2.6002
C  3.2589  0.9072  0.2695
C  2.1624  1.7554  -0.4127
C  -2.5981  -2.1379  1.1029
C  -0.4444  -0.9534  -0.6437
C  -0.4693  -2.3908  -1.1238
H  -3.0410  3.0060  -0.5616

Calculated total energy: -24414.8341 eV
Charge: +1
Max |F|: 1.5 eV Å⁻¹
Kohn-Sham gap: 8.487 eV

Atomic partial charges in e from the Löwdin method, atoms 1 to 4:
1 O 0.130
2 C -0.122
3 N 0.209
4 C -0.151

***

C14H14O3 | ωB97M-V/def2-TZVPD

CARTESIAN COORDINATES (ANGSTROEM)
C  4.2093  0.2314  0.5898
C  -0.2624  0.8626  -0.9599
O  -1.9984  -1.6604  -2.6217
H  -3.3394  2.0000  1.4530
H  3.1043  -1.6512  0.5457
H  4.8549  -1.7997  0.8823
C  -2.6103  0.6469  -0.0050
O  -1.7117  2.7702  -0.6959
C  -4.4476  -1.1668  0.8981
C  -3.4517  1.0100  1.0209
H  -5.1738  -1.8823  1.2758
C  -2.6867  -0.6191  -0.5673
C  -1.5477  1.5787  -0.5549
C  3.1907  0.9836  -0.2944
C  -3.6060  -1.5409  -0.1323
C  -1.6983  -0.9698  -1.6708
H  0.5613  -0.9000  -1.7698
H  -5.0178  0.3421  2.2952
C  1.7481  0.8916  0.2441
H  5.2205  0.5895  0.3824
C  -4.3660  0.0802  1.4663
H  3.9131  0.3900  1.6340
H  -3.6423  -2.5256  -0.5867
H  4.2505  -1.4764  -0.7921
H  1.7209  1.4263  1.2032
O  0.9011  1.5339  -0.7181
H  3.1884  0.5992  -1.3243
C  4.1010  -1.2858  0.2753
H  1.5044  -0.1629  0.4049
H  3.4278  2.0532  -0.3834
C  -0.3365  -0.3486  -1.4946

Calculated total energy: -20886.3741 eV
Charge: 0
Max |F|: 1.7 eV Å⁻¹
Kohn-Sham gap: 9.051 eV
ΔE to the lowest compared entry with this formula, charge and spin: 30.5 kcal/mol

Atomic partial charges in e from the Löwdin method, atoms 1 to 4:
1 C -0.241
2 C -0.201
3 O 0.113
4 H 0.127

***

Please write out number 3 again, unchanged.
C14H14N2O2 | ωB97M-V/def2-TZVPD

CARTESIAN COORDINATES (ANGSTROEM)
C  -0.8683  0.6438  -0.8837
C  2.6557  0.1370  -0.6154
H  -1.5658  -2.0228  -1.4841
H  3.8963  -2.3197  1.3491
C  5.0937  -0.5461  -0.3944
C  -3.0537  1.3490  0.7913
C  1.2807  0.0027  -0.3138
C  -2.4787  0.1201  1.0063
C  3.1838  -1.6599  0.8967
H  5.1962  -0.2000  -1.4448
H  -2.9869  -0.9820  -1.4940
O  -3.0342  3.3734  -0.5005
H  5.6542  -1.4561  -0.2158
N  0.4320  0.8181  -1.0397
H  5.5253  0.2081  0.2587
C  -1.4588  -0.4494  0.0025
H  -2.7808  -0.4717  1.8732
H  -2.3695  1.2597  -2.3045
N  -3.9260  1.7866  1.7969
C  0.8271  -1.0121  0.5643
C  -2.2333  -1.4491  -0.8606
H  2.9529  0.9067  -1.3249
H  -4.0872  2.8123  1.8609
C  1.8279  -1.7954  1.1803
H  -2.7385  -2.1688  -0.2158
H  -1.1720  2.5105  -1.8877
C  -2.6253  2.2038  -0.3573
H  -4.1009  1.2195  2.6453
H  1.5894  -2.6174  1.8300
C  -1.7481  1.6811  -1.4926
C  3.6264  -0.6797  -0.0003
O  -0.5136  -1.2022  0.7744

Calculated total energy: -21819.2297 eV
Charge: 0
Max |F|: 3.9 eV Å⁻¹
Kohn-Sham gap: 7.985 eV
ΔE to the lowest compared entry with this formula, charge and spin: 39.3 kcal/mol

Atomic partial charges in e from the Löwdin method, atoms 1 to 4:
1 C -0.172
2 C 0.027
3 H 0.090
4 H 0.103